{
  "formula": "C58H68F24N2O16",
  "method": "ωB97M-V/def2-TZVPD",
  "elements": ["N", "C", "C", "C", "C", "H", "H", "H", "H", "H", "N", "C", "C", "C", "C", "H", "H", "H", "H", "H", "C", "C", "C", "C", "C", "C", "H", "H", "H", "H", "H", "H", "C", "C", "C", "C", "C", "C", "H", "H", "H", "H", "H", "H", "C", "C", "C", "C", "C", "C", "H", "H", "H", "H", "H", "H", "C", "C", "O", "C", "O", "C", "F", "F", "F", "H", "H", "H", "H", "H", "C", "C", "O", "C", "O", "C", "F", "F", "F", "H", "H", "H", "H", "H", "C", "C", "O", "C", "O", "C", "F", "F", "F", "H", "H", "H", "H", "H", "C", "C", "O", "C", "O", "C", "F", "F", "F", "H", "H", "H", "H", "H", "C", "C", "O", "C", "O", "C", "F", "F", "F", "H", "H", "H", "H", "H", "C", "C", "O", "C", "O", "C", "F", "F", "F", "H", "H", "H", "H", "H", "C", "C", "O", "C", "O", "C", "F", "F", "F", "H", "H", "H", "H", "H", "C", "C", "O", "C", "O", "C", "F", "F", "F", "H", "H", "H", "H", "H"],
  "coordinates": [[-4.891, -10.845, -6.117], [-6.149, -11.099, -5.689], [-6.419, -10.454, -4.512], [-5.363, -9.477, -4.338], [-4.367, -9.864, -5.315], [-4.399, -11.306, -6.869], [-6.777, -11.857, -6.133], [-7.308, -10.513, -3.901], [-5.224, -8.745, -3.556], [-3.370, -9.517, -5.546], [1.253, 2.097, 8.466], [-0.097, 1.932, 8.724], [-0.780, 3.101, 8.501], [0.263, 4.087, 8.245], [1.533, 3.405, 8.220], [1.934, 1.373, 8.645], [-0.525, 1.013, 9.096], [-1.853, 3.133, 8.375], [0.173, 5.130, 7.981], [2.525, 3.829, 8.186], [11.360, -6.627, -2.343], [12.248, -7.675, -2.682], [11.916, -8.686, -3.551], [10.740, -8.618, -4.206], [9.859, -7.527, -4.029], [10.168, -6.567, -3.106], [11.551, -5.848, -1.620], [13.154, -7.813, -2.110], [12.573, -9.524, -3.732], [10.603, -9.415, -4.922], [8.925, -7.497, -4.570], [9.318, -5.906, -3.030], [-3.130, -4.534, -9.026], [-2.000, -4.658, -9.751], [-1.991, -5.233, -10.997], [-3.165, -5.600, -11.542], [-4.345, -5.601, -10.815], [-4.343, -5.046, -9.470], [-3.111, -3.997, -8.089], [-1.089, -4.129, -9.512], [-1.044, -5.177, -11.515], [-3.130, -6.152, -12.470], [-5.320, -5.908, -11.162], [-5.199, -5.038, -8.810], [-8.583, 0.498, 4.812], [-9.412, -0.561, 5.037], [-9.665, -1.456, 4.002], [-9.090, -1.211, 2.738], [-8.474, 0.016, 2.474], [-8.089, 0.812, 3.565], [-8.390, 1.157, 5.646], [-9.806, -0.681, 6.035], [-10.281, -2.342, 3.959], [-9.235, -1.837, 1.870], [-8.262, 0.151, 1.424], [-7.618, 1.783, 3.588], [-5.213, -5.378, 6.768], [-4.873, -4.248, 7.704], [-4.800, -4.608, 9.151], [-5.907, -4.845, 9.817], [-7.017, -4.720, 9.321], [-5.678, -5.447, 11.223], [-5.903, -6.754, 11.212], [-4.345, -5.106, 11.579], [-6.573, -5.024, 12.098], [-5.144, -5.132, 5.709], [-6.192, -5.786, 7.020], [-4.393, -6.083, 6.901], [-5.600, -3.465, 7.486], [-3.891, -3.841, 7.463], [6.984, -1.166, 4.056], [8.526, -1.206, 3.834], [9.112, 0.019, 4.243], [10.472, 0.309, 4.053], [11.197, -0.402, 3.320], [10.791, 1.752, 4.450], [9.661, 2.405, 4.442], [11.171, 1.770, 5.658], [11.621, 2.336, 3.629], [6.537, -0.256, 3.657], [6.675, -1.240, 5.099], [6.699, -2.067, 3.513], [8.739, -1.367, 2.778], [8.978, -2.074, 4.316], [0.293, 1.005, 0.882], [-0.552, 0.347, -0.235], [0.264, -0.592, -0.876], [0.043, -1.956, -0.817], [-0.836, -2.465, -0.058], [1.024, -2.844, -1.696], [1.410, -3.866, -0.986], [0.292, -3.284, -2.720], [2.063, -2.175, -2.183], [1.295, 1.187, 0.491], [0.544, 0.276, 1.652], [0.000, 1.957, 1.323], [-0.680, 1.054, -1.054], [-1.541, 0.024, 0.092], [-10.280, 11.137, 4.871], [-9.244, 10.000, 5.054], [-7.908, 10.387, 4.723], [-6.848, 9.601, 4.924], [-6.842, 8.440, 5.409], [-5.495, 10.269, 4.461], [-4.643, 9.346, 4.015], [-5.762, 11.090, 3.453], [-4.950, 10.951, 5.454], [-10.148, 11.564, 3.877], [-10.101, 11.879, 5.650], [-11.260, 10.670, 4.963], [-9.567, 9.136, 4.474], [-9.315, 9.707, 6.101], [5.397, 8.222, 1.569], [4.770, 9.171, 0.510], [4.433, 10.394, 1.198], [3.507, 11.324, 0.779], [2.892, 11.194, -0.288], [3.306, 12.445, 1.857], [2.226, 13.127, 1.566], [3.096, 11.902, 3.048], [4.333, 13.290, 1.830], [5.912, 7.370, 1.126], [4.739, 7.948, 2.393], [6.217, 8.630, 2.159], [3.785, 8.839, 0.181], [5.388, 9.207, -0.387], [-4.748, 7.354, -2.468], [-5.076, 8.625, -3.398], [-4.038, 9.221, -4.111], [-4.190, 9.962, -5.256], [-5.226, 10.068, -5.923], [-2.887, 10.732, -5.708], [-2.938, 11.040, -6.978], [-2.928, 11.790, -4.904], [-1.736, 10.094, -5.349], [-5.682, 7.054, -1.993], [-3.945, 7.492, -1.744], [-4.438, 6.515, -3.091], [-5.532, 9.349, -2.723], [-5.805, 8.275, -4.130], [2.250, -12.249, 1.926], [3.107, -10.928, 1.955], [4.422, -11.080, 1.601], [5.363, -11.506, 2.436], [5.229, -11.639, 3.707], [6.820, -11.433, 1.866], [7.111, -10.141, 1.772], [7.766, -12.172, 2.489], [6.935, -11.883, 0.605], [2.536, -13.020, 2.641], [2.319, -12.699, 0.936], [1.198, -12.065, 2.144], [2.934, -10.501, 2.943], [2.717, -10.122, 1.334], [5.637, 3.863, -12.070], [5.088, 4.908, -11.025], [4.030, 4.194, -10.314], [3.280, 4.774, -9.384], [3.409, 5.981, -9.117], [2.254, 3.941, -8.590], [2.771, 3.818, -7.328], [1.071, 4.564, -8.440], [2.192, 2.766, -9.128], [6.356, 4.269, -12.781], [4.856, 3.471, -12.722], [6.189, 3.039, -11.617], [4.697, 5.815, -11.486], [5.938, 5.209, -10.413]],
  "mulliken_charge": [-0.008, -0.452, -0.376, -0.442, -0.383, 0.208, 0.349, 0.369, 0.376, 0.359, -0.034, -0.364, -0.444, -0.372, -0.467, 0.217, 0.363, 0.369, 0.373, 0.359, -0.574, -0.294, -0.370, -0.211, -0.422, -0.144, 0.376, 0.321, 0.354, 0.313, 0.346, 0.306, -0.238, -0.361, -0.190, -0.503, -0.274, -0.443, 0.334, 0.299, 0.342, 0.309, 0.354, 0.371, -0.128, -0.489, -0.292, -0.351, -0.353, -0.416, 0.341, 0.357, 0.339, 0.338, 0.335, 0.321, -1.089, -0.224, -0.308, 0.449, -0.553, 0.826, -0.231, -0.245, -0.226, 0.369, 0.316, 0.292, 0.304, 0.319, -1.068, -0.298, -0.209, 0.314, -0.539, 0.938, -0.257, -0.245, -0.231, 0.300, 0.301, 0.350, 0.319, 0.326, -1.132, -0.166, -0.277, 0.419, -0.555, 0.832, -0.228, -0.244, -0.230, 0.320, 0.299, 0.373, 0.249, 0.340, -1.097, -0.265, -0.212, 0.362, -0.553, 0.869, -0.232, -0.241, -0.235, 0.320, 0.301, 0.354, 0.318, 0.310, -1.124, -0.212, -0.249, 0.345, -0.540, 0.904, -0.238, -0.234, -0.237, 0.367, 0.306, 0.328, 0.292, 0.291, -1.123, -0.229, -0.261, 0.346, -0.532, 0.894, -0.199, -0.236, -0.232, 0.357, 0.323, 0.317, 0.264, 0.311, -1.105, -0.268, -0.269, 0.406, -0.535, 0.816, -0.225, -0.229, -0.258, 0.314, 0.308, 0.374, 0.326, 0.346, -1.162, -0.214, -0.213, 0.362, -0.557, 0.863, -0.255, -0.221, -0.217, 0.399, 0.318, 0.307, 0.310, 0.282],
  "e_tot_ev": -162202.4759,
  "homo_energy_ev": -8.16,
  "gap_ev": 8.54
}

***

{
  "formula": "C31H52HfN2O3P2",
  "method": "ωB97M-V/def2-TZVPD",
  "elements": ["Hf", "C", "C", "C", "C", "C", "C", "H", "H", "H", "C", "H", "H", "H", "C", "H", "H", "H", "C", "H", "H", "H", "C", "H", "H", "H", "C", "C", "C", "C", "C", "C", "C", "C", "H", "H", "H", "H", "H", "H", "H", "H", "H", "H", "H", "H", "P", "C", "C", "P", "C", "C", "C", "H", "H", "H", "H", "H", "H", "H", "H", "H", "H", "H", "H", "H", "H", "C", "C", "C", "C", "C", "C", "O", "N", "C", "O", "N", "C", "O", "H", "H", "H", "H", "H", "H", "H", "H", "H", "H", "H"],
  "coordinates": [[-0.795, 0.045, -1.605], [-0.699, -2.623, 1.828], [0.574, -2.739, 1.209], [0.862, -1.761, 3.263], [-0.522, -2.016, 3.097], [1.540, -2.241, 2.114], [-1.979, -3.099, 1.268], [-1.808, -3.880, 0.521], [-2.558, -2.294, 0.756], [-2.623, -3.504, 2.061], [-1.564, -1.789, 4.122], [-2.560, -1.968, 3.704], [-1.535, -0.761, 4.510], [-1.426, -2.467, 4.979], [1.527, -1.188, 4.447], [2.046, -1.962, 5.034], [0.811, -0.697, 5.115], [2.281, -0.441, 4.165], [3.005, -2.286, 1.958], [3.468, -2.841, 2.789], [3.439, -1.276, 1.959], [3.294, -2.784, 1.025], [0.862, -3.342, -0.112], [1.153, -4.403, -0.031], [1.686, -2.823, -0.620], [-0.011, -3.300, -0.779], [-1.009, 1.558, -3.002], [-1.919, 0.434, -3.324], [-1.581, -0.538, -4.462], [-0.345, -1.433, -4.184], [0.445, -1.046, -2.929], [1.536, 0.014, -3.117], [1.251, 1.065, -4.232], [0.039, 1.998, -4.013], [-1.412, -0.001, -5.417], [0.301, -1.433, -5.080], [-2.452, -1.195, -4.644], [-0.455, 2.174, -4.982], [-1.461, 2.413, -2.465], [-2.982, 0.595, -3.145], [0.406, 2.993, -3.711], [2.147, 1.699, -4.330], [2.438, -0.535, -3.469], [1.151, 0.549, -5.200], [-0.668, -2.482, -4.070], [0.883, -1.933, -2.456], [-3.021, -1.846, -1.415], [-4.587, -0.918, -1.494], [-3.346, -3.090, -2.713], [3.671, 1.011, -1.041], [1.938, 0.661, -1.759], [4.653, -0.400, -0.629], [4.399, 2.511, -1.647], [-4.562, -0.131, -0.726], [-5.413, -1.608, -1.272], [-4.730, -0.449, -2.475], [-2.575, -3.092, -3.495], [-4.338, -2.938, -3.161], [-3.327, -4.065, -2.203], [4.961, 2.315, -2.569], [5.079, 2.927, -0.886], [3.619, 3.259, -1.865], [1.410, 1.644, -1.702], [1.521, -0.023, -0.972], [4.933, -0.351, 0.437], [5.564, -0.432, -1.241], [4.085, -1.328, -0.795], [-1.073, 2.321, 4.540], [-0.802, 1.593, 3.230], [-0.552, 2.538, 2.037], [-1.674, 3.585, 1.771], [-3.061, 2.988, 1.721], [0.742, 3.307, 2.295], [0.842, 4.456, 2.669], [1.924, 2.549, 2.071], [1.969, 1.690, 1.043], [3.174, 1.495, 0.513], [0.862, 1.132, 0.595], [-0.344, 1.647, 0.856], [-1.292, 1.244, 0.066], [-0.405, 3.185, 4.660], [-0.916, 1.638, 5.384], [-2.113, 2.675, 4.587], [0.081, 0.937, 3.310], [-1.644, 0.926, 2.989], [-1.600, 4.369, 2.541], [-1.427, 4.069, 0.811], [-3.460, 2.785, 2.720], [-3.726, 3.688, 1.213], [-3.023, 2.069, 1.137], [2.804, 2.994, 2.314]],
  "mulliken_charge": [-0.420, 0.638, 0.357, 0.753, 0.616, 0.395, -1.359, 0.533, -0.032, 0.447, -1.345, 0.407, 0.153, 0.351, -1.638, 0.409, 0.392, 0.253, -1.393, 0.366, 0.096, 0.447, -1.462, 0.506, 0.137, 0.213, -0.083, -0.652, -0.871, -1.579, 0.215, 0.623, -0.821, -1.485, 0.435, 0.435, 0.442, 0.462, 0.818, 0.898, 0.328, 0.480, 0.689, 0.459, 0.337, 0.652, 0.824, -1.359, -1.284, 1.085, -0.558, -1.146, -1.162, 0.286, 0.455, 0.458, 0.263, 0.437, 0.412, 0.447, 0.418, 0.378, 0.402, -0.787, 0.441, 0.529, 0.258, -1.668, -0.516, 2.440, -0.988, -1.201, -0.342, -0.523, 0.061, -0.083, -0.627, 0.455, -0.426, -0.823, 0.399, 0.455, 0.325, -0.336, 0.735, 0.473, 0.455, 0.274, 0.457, 0.192, 0.412],
  "e_tot_ev": -61978.0159,
  "total_charge": 2,
  "homo_energy_ev": [-11.26, -11.26],
  "gap_ev": [3.79, 3.79]
}

***

{
  "formula": "C5H4F3NO",
  "method": "ωB97M-V/def2-TZVPD",
  "elements": ["C", "C", "C", "C", "C", "N", "O", "F", "F", "F", "H", "H", "H", "H"],
  "coordinates": [[-0.893, -0.385, 0.665], [-0.634, 0.952, 1.021], [-1.219, -1.645, 0.575], [1.650, 0.892, 0.062], [2.863, 1.731, -0.545], [0.696, 1.545, 0.641], [-1.455, 1.771, 1.432], [3.311, 2.685, 0.390], [3.932, 0.978, -0.825], [2.578, 2.485, -1.664], [-1.653, -1.978, -0.311], [-1.090, -2.423, 1.360], [1.826, -0.207, -0.193], [0.630, 2.440, 0.972]],
  "nbo_charge": [0.072, 0.481, -0.444, -0.072, 0.932, -0.519, -0.595, -0.356, -0.311, -0.329, 0.224, 0.233, 0.245, 0.439],
  "e_tot_ev": -16935.3679,
  "homo_energy_ev": [-7.49, -9.17],
  "gap_ev": [5.64, 8.84]
}

***

{
  "formula": "C5H10O",
  "method": "ωB97M-V/def2-TZVPD",
  "elements": ["O", "C", "C", "C", "C", "C", "H", "H", "H", "H", "H", "H", "H", "H", "H", "H"],
  "coordinates": [[1.107, -1.712, 0.650], [0.997, -0.418, 0.066], [0.275, 0.528, 1.095], [-1.041, 0.959, 0.391], [-1.277, -0.031, -0.802], [0.211, -0.411, -1.195], [1.633, -1.565, 1.449], [1.999, -0.426, -0.628], [0.037, 0.000, 2.037], [0.894, 1.386, 1.350], [-0.944, 1.989, 0.024], [-1.894, 0.965, 1.090], [-1.870, -0.878, -0.455], [-1.849, 0.479, -1.593], [1.169, -1.182, -1.557], [0.553, 0.319, -1.921]],
  "nbo_charge": [-0.735, 0.068, -0.449, -0.401, -0.408, -0.449, 0.465, 0.174, 0.216, 0.218, 0.201, 0.217, 0.211, 0.215, 0.246, 0.211],
  "e_tot_ev": -7391.3145,
  "smiles": "OC1CCCC1",
  "homo_energy_ev": -9.61,
  "gap_ev": 10.60
}

***

{
  "formula": "C29H33BrN8NaO7SSb",
  "method": "ωB97M-V/def2-TZVPD",
  "elements": ["Na", "O", "C", "C", "C", "N", "C", "C", "C", "O", "O", "C", "O", "O", "H", "H", "H", "N", "C", "C", "C", "C", "C", "C", "S", "O", "O", "N", "C", "N", "C", "C", "C", "N", "H", "H", "H", "H", "H", "H", "H", "H", "H", "C", "C", "C", "C", "C", "Br", "N", "C", "H", "H", "H", "H", "H", "H", "C", "N", "C", "C", "N", "H", "H", "H", "H", "H", "H", "C", "Sb", "C", "C", "H", "H", "H", "H", "H", "H", "H", "H", "H"],
  "coordinates": [[-11.085, 13.071, -6.533], [-14.255, 18.102, -8.896], [-13.623, 17.011, -8.381], [-14.215, 16.234, -7.427], [-13.473, 15.175, -7.053], [-12.227, 14.964, -7.534], [-11.735, 15.706, -8.512], [-12.410, 16.796, -8.951], [-10.534, 15.066, -9.312], [-10.259, 15.666, -10.377], [-9.957, 14.095, -8.842], [-14.052, 14.187, -5.984], [-15.211, 14.527, -5.680], [-13.327, 13.216, -5.595], [-15.170, 18.042, -8.634], [-15.210, 16.258, -6.973], [-12.114, 17.332, -9.874], [-13.004, 18.840, -3.501], [-12.288, 17.601, -3.225], [-12.720, 16.481, -3.855], [-12.063, 15.278, -3.594], [-11.180, 15.134, -2.569], [-10.768, 16.322, -1.909], [-11.268, 17.570, -2.250], [-10.297, 13.635, -2.448], [-9.443, 13.617, -1.308], [-11.389, 12.640, -2.370], [-9.539, 13.313, -3.846], [-8.928, 14.276, -4.527], [-8.560, 13.944, -5.790], [-7.900, 14.910, -6.429], [-7.649, 16.191, -5.961], [-8.065, 16.384, -4.668], [-8.602, 15.417, -3.928], [-13.003, 19.097, -4.488], [-12.607, 19.654, -3.081], [-13.500, 16.512, -4.668], [-12.349, 14.407, -4.065], [-10.008, 16.229, -1.126], [-10.804, 18.406, -1.836], [-7.587, 14.748, -7.484], [-7.155, 16.967, -6.620], [-7.937, 17.372, -4.096], [-14.317, 12.293, -2.152], [-14.628, 11.349, -3.300], [-15.735, 11.409, -4.162], [-15.757, 10.574, -5.246], [-14.804, 9.622, -5.353], [-14.886, 8.338, -6.779], [-13.760, 9.492, -4.595], [-13.695, 10.321, -3.525], [-15.360, 12.402, -1.651], [-14.129, 13.288, -2.676], [-13.521, 12.011, -1.512], [-16.476, 12.173, -4.117], [-16.507, 10.648, -6.035], [-12.917, 10.216, -2.850], [-6.041, 11.290, -5.777], [-6.135, 10.319, -4.738], [-7.290, 10.225, -3.896], [-5.315, 9.287, -4.813], [-4.693, 8.335, -4.782], [-6.318, 12.259, -5.376], [-6.616, 11.262, -6.712], [-4.999, 11.338, -6.161], [-7.352, 9.168, -3.623], [-8.163, 10.502, -4.548], [-7.222, 10.791, -2.947], [-8.871, 15.732, -13.323], [-7.705, 14.819, -11.726], [-6.153, 14.244, -13.212], [-8.596, 12.827, -11.771], [-8.168, 16.335, -13.985], [-9.671, 16.427, -12.995], [-9.305, 14.854, -13.871], [-6.669, 13.827, -14.147], [-5.450, 13.539, -12.769], [-5.607, 15.123, -13.495], [-9.045, 12.616, -12.760], [-9.324, 12.859, -10.980], [-7.893, 12.016, -11.527]],
  "mulliken_charge": [0.797, -0.581, 1.105, -0.252, -0.036, 0.014, -0.368, -0.521, 0.401, -0.740, -0.528, 0.248, -0.834, -0.742, 0.294, 0.421, 0.397, -0.679, 1.329, -0.750, 0.150, -0.696, -0.188, -1.331, 1.149, -0.813, -0.520, -0.359, 0.594, -0.333, -0.007, -0.706, -0.099, -0.449, 0.221, 0.242, 0.060, 0.619, 0.398, 0.404, 0.279, 0.303, 0.272, -1.119, 0.983, -0.370, -0.100, 0.124, -0.270, -0.639, -0.707, 0.387, 0.005, 0.379, 0.321, 0.355, 0.615, -0.886, 0.002, -0.850, 0.498, -0.566, 0.270, 0.317, 0.322, 0.360, 0.307, 0.198, -1.143, 0.680, -1.299, -1.153, 0.318, 0.286, 0.282, 0.293, 0.338, 0.335, 0.361, 0.229, 0.375],
  "e_tot_ev": -148695.6382,
  "total_charge": -2,
  "homo_energy_ev": -3.43,
  "gap_ev": 7.17
}

***

{
  "formula": "H2N2O2S",
  "method": "ωB97M-V/def2-TZVPD",
  "elements": ["N", "N", "O", "O", "S", "H", "H"],
  "coordinates": [[-0.736, 0.552, -0.276], [0.423, 0.751, -0.178], [1.716, 1.068, 2.109], [3.328, 1.962, 0.518], [2.021, 2.123, 1.144], [-1.236, -0.299, -0.383], [1.079, -0.021, 0.242]],
  "nbo_charge": [-0.270, -0.284, -0.878, -0.847, 1.652, 0.328, 0.299],
  "e_tot_ev": -17939.8386,
  "homo_energy_ev": -9.48,
  "gap_ev": 8.87
}